No. 1
5 unconnected molecules or ions with the total composition C30H25N5O10, computed with wB97M-V/def2-TZVPD.

## Properties
- HOMO: -0.3587 hartree
- SMILES: O=[N+]([O-])c1ccccc1.O=[N+]([O-])c1ccccc1.O=[N+]([O-])c1ccccc1.O=[N+]([O-])c1ccccc1.O=[N+]([O-])c1ccccc1
- Spin multiplicity: 1
- Energy above the lowest of the compared OMol25 structures with the same formula, charge and spin: 0.790 eV

XYZ file:
```
70
Properties=species:S:1:pos:R:3:mulliken_charge:R:1
C -2.77504 2.21058 -6.08370 0.249
C -4.60513 0.53850 8.25846 -0.527
H 0.31269 -0.97645 -6.86487 0.389
H 4.61090 -0.81313 -7.18141 0.366
H 6.80465 -6.06047 3.21703 0.416
H 3.52240 -2.35813 2.87966 0.339
O 1.72613 -0.34671 3.50459 -0.615
H 2.96121 -4.53807 1.99093 0.386
H -2.53755 1.17687 1.96730 0.344
C -0.04575 1.89781 -0.18768 -0.361
H -6.43337 0.94892 9.33602 0.371
C 3.97479 -4.37970 2.33271 -0.431
H -3.03305 0.06097 6.88473 0.432
C 4.85536 -5.43374 2.48478 0.119
N 2.65175 0.59744 -3.30045 0.921
C 1.02091 1.41899 0.54578 -0.569
O -4.08050 1.39928 -7.77545 -0.570
C -2.22566 1.86990 -4.85816 -0.541
C -1.84001 2.87949 -3.99485 -0.016
C -4.67400 1.03550 5.92357 0.010
H -3.19071 5.52683 -5.56501 0.366
H 2.02251 1.38330 0.14150 0.523
C 0.78987 0.87806 1.79817 0.356
O 3.72529 0.64402 -2.74180 -0.594
H -6.42533 1.94463 5.16765 0.433
H -4.10054 0.03934 9.07466 0.344
H -2.20301 2.09414 -0.23829 0.417
C -2.85009 4.50610 -5.44089 -0.349
C -1.53493 1.18745 1.56087 -0.209
H 4.71444 0.08450 -4.94708 0.433
C -3.12644 3.51777 -6.37255 -0.525
H -1.93361 4.97286 -3.54171 0.417
O 5.15919 -7.71090 2.25413 -0.579
N -3.99626 1.05760 4.62714 0.997
O -4.56317 1.63446 3.71516 -0.604
O 1.61026 1.02147 -2.82631 -0.505
O 3.14022 -6.96062 2.38088 -0.562
C -5.95850 1.52674 6.04934 -0.297
H 5.71887 -2.00353 3.96049 0.377
H -3.68347 3.73541 -7.27241 0.426
C 1.36191 -0.27752 -5.20301 -0.041
C 6.09568 -5.25724 3.07980 -0.345
C -2.17376 4.20672 -4.26525 -0.536
C -4.00117 0.52333 7.01289 -0.166
C 3.75110 -0.20766 -5.33907 -0.364
C 6.39707 -4.01357 3.62117 -0.415
H -1.38954 2.61253 -3.04725 0.351
H -2.02053 0.83321 -4.62638 0.390
O -2.86186 0.63368 4.56208 -0.546
C 1.31025 -0.85271 -6.46188 -0.454
C -6.59172 1.46735 7.27889 -0.415
H 7.33090 -3.88221 4.15090 0.361
C -5.91391 0.98114 8.38702 -0.397
N -3.11056 1.17895 -7.08001 0.916
H 0.40092 -0.30386 -4.70831 0.354
C -1.33149 1.79073 0.32836 -0.666
H 2.43102 -1.40364 -8.22406 0.397
O -2.46212 0.15123 -7.11120 -0.571
C 4.27858 -3.13011 2.86562 -0.111
C 3.68670 -0.71012 -6.62882 -0.397
H 0.17667 2.31900 -1.15867 0.423
N 1.94667 0.38987 2.56288 1.026
C 2.46721 -1.06000 -7.19897 -0.508
N 4.34300 -6.81050 2.36004 0.926
C 5.51815 -2.94816 3.46837 -0.477
O 3.05634 0.72407 2.19651 -0.593
C -0.48084 0.68555 2.30527 -0.614
C 2.58172 0.02706 -4.63722 -0.008
H -7.62257 1.78813 7.34045 0.366
H -0.67919 0.33726 3.30699 0.542
```

No. 2
A molecular structure, C30H26CoN10, computed with wB97M-V/def2-TZVPD.

## Properties
- Total charge: +3
- HOMO (spin up / spin down): -0.5923 / -0.5919 hartree
- Spin multiplicity: 5

XYZ file:
```
67
Properties=species:S:1:pos:R:3:mulliken_charge:R:1
C 0.88576 -3.44255 -0.37475 0.960
H 3.16706 2.73753 0.91984 0.443
N 0.03933 1.32537 -1.80382 0.476
N -1.40256 -0.76447 0.07117 1.408
C -4.51002 1.08900 0.14502 -0.963
H 2.53078 -6.88813 -0.95271 0.457
H -1.03653 -1.04164 2.93781 0.375
H 2.71029 2.44855 -1.22947 0.340
H 1.01450 3.54215 -3.85943 0.257
H -0.97561 -4.42147 -0.83419 0.511
N 0.73073 1.05910 2.11048 0.079
N 0.54203 2.78979 -3.38235 -0.083
H 0.08704 -6.61765 -1.22341 0.474
H 3.95498 -4.98006 -0.36307 0.439
C -4.91283 2.41529 0.21283 -0.472
C 0.68784 -5.76324 -0.94282 -0.831
C 0.14411 -1.59115 4.65591 -0.916
H -3.07689 -0.68477 -4.62835 0.455
N 1.19920 2.83733 0.16519 0.020
C -3.94136 3.38639 0.37289 -0.887
H 1.95427 4.02256 -1.45398 0.456
C -2.05269 1.04378 -5.37188 -0.552
Co -0.13551 0.86014 0.26554 0.758
C 0.79157 2.35865 -2.13765 0.025
C 0.74216 0.16315 3.17819 0.420
C -2.59764 3.00533 0.43793 -0.104
C 2.14978 -0.29765 5.12335 -1.035
C 1.79042 1.82838 2.26243 0.126
H 3.11139 -0.48277 0.53118 0.461
H -1.83450 3.76317 0.56493 0.390
H -0.53015 -2.37853 4.96469 0.463
H -3.39014 -1.39561 0.09465 0.444
C 1.75874 2.98222 -1.18214 -0.815
C 2.28910 -3.61059 -0.24998 0.130
H -2.59167 1.03481 -6.30890 0.429
H 4.02214 -2.60235 0.21659 0.342
C 1.85261 0.44040 3.98586 0.630
H 2.14302 3.87594 1.77490 0.462
C 2.08109 -5.91631 -0.79680 -0.428
C -0.74583 1.04616 -2.92580 0.543
H 0.49249 3.55017 0.30190 0.222
C 0.09217 -4.54558 -0.72945 -0.370
H -5.22897 0.28750 0.03142 0.492
C -0.14207 -0.85690 3.52015 -0.283
H 1.46643 -1.92418 6.31492 0.429
C -1.08160 2.00207 -5.15995 -1.061
N 1.17572 -1.07597 0.15470 -0.074
N -0.97182 -1.99099 -0.11466 -1.203
C -2.68914 -0.56373 0.13043 -0.781
N 2.49432 1.50426 3.36071 -0.078
H 3.00904 -0.07812 5.74301 0.450
H -5.95982 2.67928 0.15251 0.476
C -2.34079 0.07531 -4.40281 -0.928
H -1.88943 -0.73865 -2.47686 0.418
H 3.30242 1.99382 3.71418 0.253
C 0.35484 -2.14190 -0.11791 0.127
C -1.69371 0.05396 -3.18268 -0.346
C 1.27495 -1.32193 5.43740 -0.524
H -0.82937 2.71988 -5.92912 0.442
C -3.15141 0.79390 0.22079 1.121
N -2.19662 1.75020 0.35203 0.021
C 2.88367 -4.85092 -0.45745 -0.999
C -0.43383 1.97460 -3.93209 0.410
C 2.14954 2.90104 1.28131 -0.908
N 3.02057 -2.49877 0.09263 0.143
H -4.21042 4.43042 0.45709 0.474
C 2.45685 -1.30501 0.26794 -0.609
```

No. 3
A molecular structure, C30H26FeN9PS2, computed with wB97M-V/def2-TZVPD.

## Properties
- Total charge: +2
- HOMO (spin up / spin down): -0.4813 / -0.4813 hartree
- Spin multiplicity: 1

XYZ file:
```
69
Properties=species:S:1:pos:R:3:mulliken_charge:R:1
H -5.30003 1.06361 2.35145 0.456
N 4.19276 -3.16678 -3.20749 -0.533
H -0.41675 -1.85948 -3.20988 0.017
C 0.61437 2.49021 2.62893 -0.703
C -0.54527 5.04122 -1.67639 -0.722
C -1.77699 4.52304 -1.30714 -0.674
N 2.75295 -1.40114 -1.63610 -0.155
H -0.76971 0.18406 5.39665 0.458
Fe 0.80809 -0.55556 -0.56242 0.951
H 0.77890 2.02293 5.97025 0.451
H -0.29777 1.97963 -3.38745 0.558
C -0.20241 -3.29452 0.40939 -0.457
C 0.60562 -3.39182 2.79101 -0.581
C 0.49489 1.85892 4.94347 -0.648
H 4.83196 -4.02206 -1.45772 0.419
H 0.11743 -4.27519 3.14833 0.454
H 3.39299 -0.30586 3.51181 0.216
H -2.13773 -0.84579 -0.92016 0.193
C 1.99803 -1.42657 2.52176 0.110
C -0.81876 -3.18457 -1.73089 0.153
C 0.53723 -2.80679 1.56085 -0.245
H 1.58050 4.75994 -1.66103 0.445
H -2.68622 5.05205 -1.54806 0.458
C -1.85333 3.32261 -0.62047 -0.617
C -0.72206 0.59789 3.30584 -0.506
H 3.57779 -2.36474 -0.01396 0.417
N -0.91898 -2.70059 -2.97777 -0.296
C 3.52069 -2.33981 -1.09420 -0.267
H 0.97945 3.15802 1.86126 0.351
C -3.30328 1.08924 1.60537 -0.096
C 0.62230 4.35493 -1.37286 -0.852
H -1.40912 -3.20786 -3.69232 0.218
C 0.98075 2.69241 3.94801 -0.693
H -0.49763 5.97983 -2.20364 0.448
C -0.68358 2.64074 -0.29987 0.821
C -0.24866 1.44611 2.30197 0.662
N 2.85152 -0.40519 2.67040 -0.270
N 1.32420 -1.67606 1.42750 0.728
C 4.22641 -3.23968 -1.88929 -0.439
C -0.36798 0.82046 4.62256 -0.872
H -2.97457 1.85304 2.29507 0.581
H 0.91330 1.65618 -5.68594 0.216
C -4.15570 -0.88289 -0.16607 -0.622
H 3.49967 -2.12836 -4.83782 0.479
H -4.48563 -1.65207 -0.84760 0.464
C -2.41285 0.54643 0.68111 -0.343
H -6.06105 -0.68528 0.79275 0.436
C 1.89344 -0.28671 -3.55027 0.142
C -4.61231 0.64257 1.63440 -0.782
S -1.54852 -4.68998 -1.25248 -0.181
N 0.94755 0.36934 -2.80411 0.218
C 2.72642 -1.32752 -2.97776 0.351
C 3.47788 -2.21198 -3.76121 -0.329
C -5.03915 -0.34272 0.75695 -0.633
H 3.05166 0.19937 1.89089 0.140
H -2.81578 2.92331 -0.33196 0.375
H -1.38883 -0.21750 3.05290 0.587
N -0.17954 -2.56550 -0.76697 0.767
C 0.55365 3.14822 -0.70271 -0.427
C -0.89696 -4.46345 0.32539 -0.514
N 1.05097 1.13393 -4.83055 0.123
C -2.84697 -0.43793 -0.20311 -0.267
S 1.68945 -2.54320 3.82673 -0.158
H -1.05817 -5.19791 1.08814 0.475
N 1.95424 0.16256 -4.78243 -0.695
H 1.45814 2.58256 -0.48483 0.457
P -0.66566 1.04181 0.57468 1.844
C 0.45076 1.25794 -3.63855 -0.540
H 1.64196 3.50794 4.19762 0.476
```